The molecule C5H10O2. Source: OMol25; level of theory: the ωB97M-V functional and the def2-TZVPD basis.

Structure (XYZ):
```
17
Properties=species:S:1:pos:R:3
O 0.59 0.98 -0.32
O -0.94 -1.61 0.71
C -2.09 0.48 0.11
C 0.46 -1.32 0.66
C 1.96 1.23 -0.14
C -1.22 -0.67 -0.35
C 0.28 -0.37 -0.53
H 2.55 0.98 -1.03
H 2.36 0.67 0.72
H 0.72 -0.73 -1.47
H 2.06 2.30 0.07
H -2.98 0.08 0.62
H 0.81 -0.83 1.58
H -1.53 1.11 0.82
H 1.06 -2.22 0.48
H -1.68 -1.19 -1.20
H -2.40 1.10 -0.73
```

energy above the lowest of the compared OMol25 structures with the same formula, charge and spin = 242.1 kJ/mol
HOMO energy = -9.65 eV
SMILES string = CO[C@H]1CO[C@H]1C
LUMO energy = 1.01 eV
orbital gap = 0.3920 Eh



The molecule C5H10O2. Source: OMol25; level of theory: the ωB97M-V functional and the def2-TZVPD basis.

Structure (XYZ):
```
17
Properties=species:S:1:pos:R:3
O 0.33 0.09 1.19
O -1.91 0.94 -1.16
C -0.93 1.17 -0.49
C -0.72 -0.60 1.83
C 0.22 0.20 -0.22
C -0.01 -1.14 -0.91
C 1.51 0.86 -0.68
H -0.64 -1.68 1.71
H -0.81 2.15 0.02
H -0.66 -0.36 2.89
H 1.43 1.21 -1.72
H 0.74 -1.86 -0.56
H -1.01 -1.54 -0.71
H 0.09 -1.03 -1.99
H -1.71 -0.28 1.46
H 2.33 0.14 -0.63
H 1.75 1.71 -0.04
```

energy above the lowest of the compared OMol25 structures with the same formula, charge and spin = 159.2 kJ/mol
HOMO energy = -9.58 eV
SMILES string = COC(C)(C)C=O
LUMO energy = 0.92 eV
orbital gap = 0.3860 Eh



A cluster of 2 separate species, C5H10O2S in total at a distorted geometry. Source: OMol25; level of theory: the ωB97M-V functional and the def2-TZVPD basis.

Structure (XYZ):
```
18
Properties=species:S:1:pos:R:3
S 0.32 1.88 -0.89
O -2.88 1.10 1.14
O 1.16 2.70 0.10
C -0.75 0.69 0.01
C 1.90 -0.67 -2.71
C -1.71 1.35 1.05
C 0.12 -0.26 0.80
C -0.59 -1.40 1.40
H -1.46 -1.11 1.95
H -1.11 0.20 -0.83
H -0.12 -2.08 2.04
H 1.57 -1.57 -3.07
H 2.90 -0.52 -2.29
H 0.90 -0.61 0.09
H 0.53 0.27 1.64
H -0.96 -2.05 0.65
H 1.20 0.16 -2.88
H -1.02 1.94 1.80
```

energy above the lowest of the compared OMol25 structures with the same formula, charge and spin = 457.2 kJ/mol
HOMO energy (alpha / beta) = -9.24 / -9.16 eV
LUMO energy (alpha / beta) = -1.30 / -0.38 eV
orbital gap (alpha / beta) = 0.2916 / 0.3225 Eh



A cluster of 2 separate species, C5H10O2S in total at a distorted geometry. Source: OMol25; level of theory: the ωB97M-V functional and the def2-TZVPD basis.

Structure (XYZ):
```
18
Properties=species:S:1:pos:R:3
S -1.83 0.73 -0.51
O -0.99 1.74 0.50
O 2.07 1.59 0.04
C -3.36 1.26 0.50
C -0.75 -0.47 -0.22
C -0.64 -1.77 -0.40
C 3.89 0.07 0.26
C 2.44 0.45 0.11
H 1.73 -0.47 0.16
H -2.98 1.75 1.46
H 3.99 -1.01 0.50
H 4.46 0.43 -0.67
H -0.08 1.95 0.06
H -3.93 0.39 0.76
H -1.46 -2.47 -0.48
H 4.38 0.75 1.06
H 0.39 -2.19 -0.35
H -3.82 2.06 0.06
```

energy above the lowest of the compared OMol25 structures with the same formula, charge and spin = 530.9 kJ/mol
HOMO energy = -8.03 eV
LUMO energy = 0.66 eV
orbital gap = 0.3192 Eh



The molecule C5H10O2S2 at a distorted geometry. Source: OMol25; level of theory: the ωB97M-V functional and the def2-TZVPD basis.

Structure (XYZ):
```
19
Properties=species:S:1:pos:R:3
S -0.99 1.43 0.35
S -2.29 -1.39 -0.16
O 0.20 -0.86 -0.16
O -3.66 -0.81 0.03
C -0.98 -0.28 0.09
C 1.43 -0.27 -0.17
C 2.10 -0.83 -1.36
C -2.75 1.93 0.25
C 1.98 -0.63 1.24
H 2.72 -0.20 -2.01
H 2.12 -1.77 1.41
H 2.87 -0.20 1.21
H 1.27 -0.24 1.88
H 2.58 -1.77 -1.08
H -3.02 2.01 -0.72
H 1.30 -1.02 -2.07
H -2.79 2.86 0.76
H 1.24 0.87 -0.20
H -3.34 1.16 0.73
```

energy above the lowest of the compared OMol25 structures with the same formula, charge and spin = 140.0 kJ/mol
HOMO energy (alpha / beta) = -7.73 / -7.74 eV
LUMO energy (alpha / beta) = 0.37 / 0.37 eV
orbital gap (alpha / beta) = 0.2979 / 0.2979 Eh



The molecule C5H10O2S2 at a distorted geometry. Source: OMol25; level of theory: the ωB97M-V functional and the def2-TZVPD basis.

Structure (XYZ):
```
19
Properties=species:S:1:pos:R:3
S 3.01 1.32 -0.03
S -1.32 1.05 0.31
O -1.29 2.49 0.03
O -1.52 0.65 1.71
C 0.11 0.28 -0.37
C 0.24 -1.29 -0.13
C 1.57 0.35 0.48
C -2.59 0.58 -0.86
C 1.62 -1.14 0.46
H 2.36 -1.50 -0.30
H 1.78 -1.70 1.29
H 2.63 2.47 0.56
H 1.25 0.76 1.55
H -2.18 0.96 -1.70
H -2.61 -0.46 -0.99
H 0.11 0.43 -1.50
H -3.58 1.03 -0.56
H 0.16 -2.02 -1.02
H -0.50 -1.59 0.68
```

energy above the lowest of the compared OMol25 structures with the same formula, charge and spin = 91.2 kJ/mol
HOMO energy = -9.40 eV
SMILES string = CS(=O)(=O)[C@@H]1CC[C@H]1S
LUMO energy = 0.62 eV
orbital gap = 0.3683 Eh



A cluster of 3 separate species, C5H10O3 in total at a distorted geometry. Source: OMol25; level of theory: the ωB97M-V functional and the def2-TZVPD basis.

Structure (XYZ):
```
18
Properties=species:S:1:pos:R:3
O -1.16 -0.27 1.30
O -1.53 1.70 -0.63
O -1.16 0.12 -2.16
C -1.21 0.54 -0.89
C 0.96 0.43 0.26
C -0.22 -1.73 -0.40
C 1.69 0.23 1.38
C -0.44 -0.30 0.09
H -1.58 0.79 -2.73
H 0.54 2.08 0.28
H -0.28 2.39 0.00
H -1.18 -2.23 -0.52
H 0.31 -1.75 -1.35
H 2.77 0.29 1.35
H -0.59 -0.67 1.98
H 1.24 0.22 2.37
H 1.49 0.45 -0.69
H 0.36 -2.27 0.34
```

energy above the lowest of the compared OMol25 structures with the same formula, charge and spin = 374.2 kJ/mol
HOMO energy = -8.62 eV
LUMO energy = 0.62 eV
orbital gap = 0.3396 Eh



A structure of composition C5H10O3 at a distorted geometry. Source: OMol25; level of theory: the ωB97M-V functional and the def2-TZVPD basis.

Structure (XYZ):
```
18
Properties=species:S:1:pos:R:3
O -2.49 -0.96 1.08
O -2.64 1.20 0.49
O -2.67 -0.47 -1.10
C -0.24 0.41 0.13
C 0.28 -0.42 -0.65
C 2.14 0.07 -0.66
C 2.77 0.12 0.70
C -2.13 -0.02 0.12
H -2.49 0.21 -1.77
H 2.23 0.99 -1.23
H 3.86 0.17 0.64
H 2.52 -0.77 1.28
H 2.51 -0.75 -1.28
H -2.49 -1.83 0.66
H 2.44 0.99 1.27
H -0.09 1.16 0.87
H -3.55 1.08 0.83
H 0.04 -1.18 -1.38
```

energy above the lowest of the compared OMol25 structures with the same formula, charge and spin = 411.8 kJ/mol
HOMO energy = -8.28 eV
LUMO energy = 0.75 eV
orbital gap = 0.3319 Eh